DFT (wB97M-V/def2-TZVPD) results for one molecule with the formula C4H9P3.

Last columns: bonded neighbours and bond lengths (Å).
Geometry (Å):
1 C 0.392 -1.837 0.633  C2 1.442, P5 1.679, H8 1.175
2 C -0.588 -0.844 0.996  C1 1.442, P6 1.842, H9 1.068, H10 1.127
3 C 0.217 1.859 1.691  P6 1.857, H11 1.024, H12 1.040, H13 1.068
4 C -0.110 0.072 -2.544  P7 1.967, H14 1.103, H15 1.003, H16 1.127
5 P 1.417 -1.848 -0.697  C1 1.679, P7 2.240
6 P -0.492 0.858 0.297  C2 1.842, C3 1.857, P7 2.266
7 P 1.209 0.344 -1.110  C4 1.967, P5 2.240, P6 2.266
8 H 0.264 -2.914 1.084  C1 1.175
9 H -1.427 -1.265 0.488  C2 1.068
10 H -0.888 -0.687 2.071  C2 1.127
11 H 1.219 1.926 1.488  C3 1.024
12 H -0.135 1.424 2.567  C3 1.040
13 H -0.108 2.860 1.506  C3 1.068
14 H -0.495 1.037 -2.913  C4 1.103
15 H -0.875 -0.474 -2.193  C4 1.003
16 H 0.399 -0.513 -3.362  C4 1.127

The SMILES is CP1CC=P#P1C. Its HOMO energy is -8.22 eV. Its energy relative to the best compared isomer or geometry (same formula, charge and spin) is 8.53 kcal per mole. The value obtained for the LUMO energy is 0.203 eV.